Record 1
DFT (wB97M-V/def2-TZVPD) results for a molecular structure, C16H15NO4S3SeV at a distorted geometry.

Atoms and positions in Å:
V  0.1383  -0.5014  -1.2233
S  2.3142  -0.6008  -2.3238
C  1.5285  0.7508  -3.0664
N  0.2551  0.8333  -2.8010
C  -0.3413  2.0276  -3.2373
C  -1.7162  2.3729  -3.1023
C  -2.0962  3.6076  -3.5425
C  -1.1707  4.5152  -4.0534
C  0.1715  4.1429  -4.2888
C  0.5970  2.9154  -3.8388
S  2.1869  2.0592  -3.9685
H  -2.4036  1.6508  -2.6727
H  -3.1422  3.9063  -3.5095
H  -1.5124  5.5099  -4.4692
H  0.8547  4.8057  -4.7677
O  -1.7158  -3.6937  -1.8805
S  -1.4420  -2.5550  -1.0217
O  -1.9096  -2.5751  0.3263
O  -1.6884  -1.1875  -1.6619
O  0.0996  -2.3295  -0.9229
C  0.8460  -3.3248  4.6710
C  0.6802  -2.3459  3.5415
C  -0.5778  -1.8828  3.2243
C  -0.7663  -0.8448  2.3064
C  -2.1258  -0.2921  2.0793
C  0.3697  -0.3518  1.6591
Se  0.1524  1.1142  0.4790
C  1.6766  -0.8405  1.9538
C  2.8779  -0.0726  1.4149
C  1.7821  -1.8128  2.8923
H  -0.1028  -3.4272  5.1473
H  1.6498  -2.9830  5.3623
H  1.0899  -4.2957  4.2775
H  -1.3870  -2.2156  3.8181
H  -2.9061  -0.9790  2.4442
H  -2.4127  -0.1023  1.0632
H  -2.2504  0.7113  2.5379
H  2.9838  -0.0706  0.3557
H  3.7679  -0.5319  1.8776
H  2.8107  0.9721  1.7585
H  2.8346  -2.0790  3.1619

Properties
HOMO (spin up / spin down) = -8.93 / -8.91 eV
Spin multiplicity = 2

Record 2
DFT (wB97M-V/def2-TZVPD) results for 2 unconnected molecules or ions with the total composition C5H13NOPS at a distorted geometry.

Atoms and positions in Å:
C  0.3494  -0.4444  2.0154
C  0.8664  -1.2388  0.7066
C  2.2220  -0.6652  0.2445
C  -0.1226  -1.2947  -1.6583
C  -0.9138  3.0405  -0.8808
N  -0.2186  -1.0558  -0.2449
O  -0.7971  0.3316  1.6699
P  -1.2101  0.2262  0.1351
S  -3.1749  -0.3000  0.4283
H  -0.0991  -1.0962  2.7461
H  1.1990  0.1700  2.3160
H  1.1221  -2.3289  1.0505
H  2.9811  -1.1533  0.8289
H  2.1728  0.3681  0.2950
H  2.3412  -0.9209  -0.7723
H  -1.0958  -0.9841  -2.2082
H  0.5998  -0.6643  -1.9820
H  0.2170  -2.3811  -1.9067
H  -0.2698  2.6825  -1.8013
H  -0.5522  3.4974  -0.0125
H  -1.9446  3.2741  -1.2279
H  -3.6723  0.9372  0.2587

Properties
Total charge = +1
HOMO (spin up / spin down) = -13.08 / -13.18 eV
Energy above the lowest of the compared OMol25 structures with the same formula, charge and spin = 2.871 eV

Record 3
DFT (wB97M-V/def2-TZVPD) results for 7 unconnected molecules or ions with the total composition C36H83N5O16 at a distorted geometry.

Atoms and positions in Å:
C  -4.0487  -4.4218  -1.9748
O  -3.4928  -3.7107  -0.8438
C  -4.0045  -4.0969  0.4008
C  -3.1071  -3.4645  1.4678
N  -1.7179  -3.9071  1.3925
C  -0.9741  -3.3221  2.5397
C  0.5536  -3.5276  2.4660
O  1.0699  -3.2725  1.1410
C  2.5155  -3.2874  1.1805
H  -3.4957  -4.0286  -2.8296
H  -5.0575  -4.0680  -2.1916
H  -3.8340  -5.4857  -1.8816
H  -3.7910  -5.1531  0.5874
H  -5.0685  -3.9341  0.5828
H  -3.6150  -3.7206  2.4007
H  -3.1856  -2.3726  1.4784
H  -1.4982  -3.4399  0.5210
H  -1.2184  -3.6478  3.5508
H  -1.1665  -2.2487  2.4758
H  0.7688  -4.5582  2.7544
H  1.0241  -2.8586  3.1886
H  2.8926  -4.2901  1.3912
H  2.8703  -2.6267  1.9731
H  3.0120  -2.9865  0.2592
C  1.7179  5.1404  -0.8399
O  2.9201  4.4064  -0.8532
C  3.0305  3.5698  -1.9748
C  4.4630  3.0761  -2.0980
N  4.9687  2.3517  -0.9258
C  4.3806  1.0462  -0.7192
C  5.0284  0.3546  0.5003
O  4.8193  1.0594  1.7172
C  3.5051  1.1103  2.2586
H  0.8542  4.5142  -0.6102
H  1.6000  5.5968  -1.8254
H  1.7247  5.9707  -0.1342
H  2.7942  4.1637  -2.8615
H  2.3809  2.6910  -1.9503
H  5.0282  4.0108  -2.1024
H  4.7030  2.6122  -3.0541
H  4.8555  2.8791  -0.0709
H  4.4748  0.4441  -1.6248
H  3.2985  1.1187  -0.5716
H  6.1055  0.2686  0.3585
H  4.6821  -0.6820  0.5275
H  3.1909  0.1352  2.6329
H  2.7971  1.5289  1.5402
H  3.4207  1.8588  3.0466
C  3.2670  -1.8801  -6.0045
O  3.9671  -1.2408  -5.0055
C  3.8860  0.1618  -4.8988
C  2.6745  0.7498  -4.1479
N  1.3965  0.6228  -4.8309
C  0.2441  1.2607  -4.1410
C  -1.0490  0.7638  -4.7707
O  -1.2332  -0.6292  -4.6530
C  -2.4590  -1.0795  -5.2999
H  3.4362  -2.9515  -5.8967
H  3.5329  -1.5956  -7.0253
H  2.1860  -1.7405  -5.9316
H  3.9763  0.5491  -5.9165
H  4.7693  0.5532  -4.3923
H  2.7573  1.8377  -4.1823
H  2.6074  0.3793  -3.1219
H  1.1573  -0.3060  -5.1450
H  0.3194  2.3447  -4.0700
H  0.2325  0.7979  -3.1490
H  -0.9841  1.1111  -5.8049
H  -1.8769  1.2793  -4.2789
H  -2.5570  -2.1417  -5.0733
H  -2.5967  -0.9600  -6.3743
H  -3.3173  -0.6638  -4.7682
C  -0.5839  2.6263  1.0439
O  0.0785  1.4924  1.4531
C  -0.6048  0.2768  1.1384
C  -0.1615  -0.2337  -0.2259
N  -0.4533  -1.6861  -0.3432
C  -0.5359  -2.1924  -1.7269
C  0.7782  -2.1396  -2.4402
O  1.5164  -3.2964  -2.0328
C  2.8181  -3.4181  -2.5206
H  -1.5483  2.6561  1.5572
H  -0.8501  2.7023  -0.0134
H  -0.0087  3.5231  1.2746
H  -1.6912  0.3771  1.1514
H  -0.2386  -0.4499  1.8639
H  0.8974  0.0167  -0.3090
H  -0.8458  0.3065  -0.8819
H  0.2269  -2.3070  0.0960
H  -1.3263  -1.7215  -2.3137
H  -0.9203  -3.2144  -1.7509
H  1.3760  -1.2555  -2.2091
H  0.6466  -2.1499  -3.5247
H  3.4503  -3.9148  -1.7840
H  3.2622  -2.4610  -2.8028
H  2.9106  -3.9938  -3.4451
C  2.0147  4.6965  4.4360
O  0.6613  4.2949  4.5809
C  -0.2200  5.3832  4.3006
C  -1.6274  4.9500  4.7002
N  -1.7549  4.9308  6.1838
C  -2.8865  4.0946  6.5929
C  -4.1450  4.9681  6.8484
O  -4.0004  5.6361  8.0965
C  -5.2477  6.1514  8.5653
H  2.2478  5.1233  3.4586
H  2.7515  3.9416  4.7085
H  2.2493  5.4919  5.1491
H  -0.2457  5.6087  3.2313
H  0.1336  6.2845  4.8051
H  -1.8192  3.9304  4.3677
H  -2.3646  5.5977  4.2201
H  -2.0270  5.8293  6.5599
H  -2.6591  3.4643  7.4545
H  -3.1239  3.3164  5.8654
H  -4.9739  4.2564  6.8326
H  -4.3286  5.7442  6.1024
H  -5.6146  6.8907  7.8513
H  -5.1009  6.5329  9.5750
H  -6.0409  5.4129  8.7019
O  -3.3576  2.6622  -0.3339
C  -3.7055  1.5251  -0.5535
O  -3.4727  0.9301  -1.7034
C  -3.8945  -0.4119  -1.6267
C  -4.8444  -0.4519  -0.4557
O  -4.4221  0.6863  0.2360
H  -4.3574  -0.7156  -2.5669
H  -3.1243  -1.1804  -1.5465
H  -4.7026  -1.3533  0.1379
H  -5.8742  -0.3949  -0.8106
O  -0.0014  -9.5695  0.1231
C  0.2079  -8.4906  -0.3554
O  1.4675  -7.9780  -0.4306
C  1.3841  -6.6079  -0.8174
C  -0.0472  -6.5555  -1.3763
O  -0.7174  -7.5694  -0.6900
H  1.5311  -5.9576  0.0448
H  2.1209  -6.3548  -1.5789
H  -0.2974  -6.7416  -2.4227
H  -0.4752  -5.5629  -1.2291

Properties
HOMO = -8.53 eV
Energy above the lowest of the compared OMol25 structures with the same formula, charge and spin = 1.441 eV
SMILES = COCCNCCOC.COCCNCCOC.COCCNCCOC.COCCNCCOC.COCCNCCOC.O=C1OCCO1.O=C1OCCO1

Record 4
DFT (wB97M-V/def2-TZVPD) results for a single C5H7NO molecule at a distorted geometry.

Atoms and positions in Å:
O  -2.6775  2.1618  0.0400
C  -1.9332  1.5324  -0.9828
C  -1.0648  0.4580  -0.4754
C  -0.4415  -0.4691  -0.0194
C  0.4344  -1.5218  0.5002
C  2.5531  -0.8409  0.5846
N  1.4550  -0.8800  1.3399
H  -3.1716  1.4706  0.4990
H  -2.5882  1.1090  -1.7596
H  -1.3357  2.3181  -1.4550
H  -0.0819  -2.3689  0.9420
H  2.9332  0.1798  0.6268
H  1.0775  -1.8735  -0.3164
H  1.1186  -0.0710  1.8693

Properties
HOMO = -8.38 eV
Energy above the lowest of the compared OMol25 structures with the same formula, charge and spin = 5.632 eV

| no. | E_tot (eV) |
| --- | --- |
| 1 | -150057.020 |
| 2 | -29047.667 |
| 3 | -78879.734 |
| 4 | -8830.571 |